Run A
Computed, not measured: a 2-piece molecular cluster, C2H5Cl2N overall, with ωB97M-V/def2-TZVPD.

The LUMO energy is 0.690 eV. The HOMO energy comes out at -9.11 eV. The value obtained for the molar mass is 113.97 g/mol.

Structure (XYZ):
```
10
C2H5Cl2N ωB97M-V/def2-TZVPD
C -2.01 0.11 0.18
C -0.79 0.08 -0.13
N 0.11 1.10 -0.46
Cl 0.16 -1.39 0.18
Cl 3.56 -0.85 0.49
H -2.82 0.78 0.02
H 3.92 -1.84 1.35
H -2.46 -0.85 0.36
H 0.75 0.85 -1.29
H -0.40 2.01 -0.71
```

Mulliken population analysis, charges in e, atoms 1 to 2:
1 C -0.733
2 C 0.409

=====

Run B
Computed, not measured: a single C2H5Cl2N molecule, with ωB97M-V/def2-TZVPD.

The LUMO energy is 0.903 eV. The HOMO energy comes out at -9.25 eV. The value obtained for the molar mass is 113.97 g/mol.

Structure (XYZ):
```
10
C2H5Cl2N ωB97M-V/def2-TZVPD
C -0.53 -1.12 0.17
C -0.37 0.31 -0.38
N 1.00 0.95 0.51
Cl -1.55 1.52 -0.12
Cl 2.38 0.34 -0.20
H -1.08 -1.06 1.20
H 0.36 -1.77 0.35
H -1.17 -1.57 -0.48
H 0.05 0.38 -1.39
H 0.92 2.03 0.34
```

Mulliken population analysis, charges in e, atoms 1 to 2:
1 C -0.974
2 C 0.080

=====

Of them, run A has the highest stability.

=====

Run A
Computed, not measured: C33H20BrCl2F7NO5PSTl as an isolated structure, with ωB97M-V/def2-TZVPD.

The LUMO energy is 2.310 eV. The HOMO energy comes out at -5.44 eV. Its charge is -1. The value obtained for the molar mass is 1061.74 g/mol.

Structure (XYZ):
```
72
C33H20BrCl2F7NO5PSTl ωB97M-V/def2-TZVPD
Tl 0.11 -0.43 -0.79
F -6.39 2.37 2.01
C -5.08 2.39 1.73
C -4.46 3.58 1.39
F -5.16 4.72 1.38
C -3.10 3.59 1.09
F -2.57 4.79 0.81
C -2.32 2.44 1.10
P -0.54 2.33 0.55
C 0.15 3.19 2.03
C 0.08 4.57 2.26
C 0.56 5.10 3.44
C 1.13 4.27 4.40
C 1.25 2.92 4.15
C 0.76 2.38 2.98
C -0.46 3.67 -0.70
C 0.77 4.31 -0.84
C 0.93 5.31 -1.79
C -0.12 5.64 -2.63
C -1.33 4.97 -2.52
C -1.50 3.99 -1.56
C -2.97 1.26 1.49
Br -2.02 -0.36 1.66
C -4.32 1.23 1.79
F -4.91 0.08 2.15
H -0.35 5.22 1.51
H 0.49 6.16 3.62
H 1.49 4.70 5.32
H 1.73 2.27 4.88
H 0.87 1.32 2.79
H 1.59 4.04 -0.19
H 1.88 5.82 -1.87
H 0.01 6.42 -3.37
H -2.15 5.20 -3.18
H -2.44 3.47 -1.50
F -4.82 0.49 -1.47
C -3.96 -0.24 -2.20
F -4.61 -0.64 -3.30
F -3.67 -1.34 -1.49
S -2.41 0.78 -2.52
O -2.89 1.86 -3.32
O -2.08 1.12 -1.14
O -1.48 -0.13 -3.13
Cl 3.04 0.45 -1.61
C 4.36 0.85 -0.54
C 5.12 1.97 -0.83
C 6.16 2.33 0.01
C 6.39 1.59 1.16
C 5.63 0.47 1.44
Cl 5.90 -0.32 2.95
C 4.61 0.03 0.57
N 3.84 -1.08 0.75
C 4.19 -2.25 1.40
C 5.50 -2.73 1.34
C 5.86 -3.89 1.98
C 4.92 -4.61 2.69
C 3.60 -4.18 2.70
C 3.20 -3.02 2.04
C 1.75 -2.68 1.96
C 1.39 -1.22 2.43
O 1.19 -1.02 3.61
O 1.36 -0.37 1.48
H 4.90 2.55 -1.72
H 6.77 3.19 -0.22
H 7.15 1.90 1.86
H 2.82 -0.88 0.72
H 6.23 -2.17 0.77
H 6.89 -4.24 1.91
H 5.19 -5.52 3.21
H 2.86 -4.76 3.22
H 1.18 -3.37 2.58
H 1.42 -2.78 0.92
```

Mulliken population analysis, charges in e, atoms 1 to 2:
1 Tl 0.778
2 F -0.330

=====

Run B
Computed, not measured: C33H20BrCl2F7NO5PSTl as an isolated structure, with ωB97M-V/def2-TZVPD.

The LUMO energy is 2.084 eV. The HOMO energy comes out at -5.65 eV. Its charge is -1. The value obtained for the molar mass is 1061.74 g/mol.

Structure (XYZ):
```
72
C33H20BrCl2F7NO5PSTl ωB97M-V/def2-TZVPD
Tl -0.31 -0.09 -1.47
F -4.03 -0.35 6.31
C -3.55 0.08 5.14
C -3.99 1.27 4.61
F -4.88 2.01 5.27
C -3.49 1.71 3.40
F -3.92 2.90 2.97
C -2.55 0.99 2.68
P -1.89 1.46 1.01
C -0.95 2.94 1.59
C -1.41 4.25 1.65
C -0.55 5.27 2.04
C 0.76 5.00 2.38
C 1.23 3.70 2.34
C 0.38 2.67 1.95
C -3.36 2.18 0.18
C -3.17 3.16 -0.79
C -4.24 3.66 -1.51
C -5.52 3.16 -1.29
C -5.70 2.13 -0.37
C -4.63 1.63 0.35
C -2.08 -0.20 3.26
Br -0.73 -1.22 2.45
C -2.59 -0.65 4.46
F -2.17 -1.79 5.01
H -2.44 4.48 1.41
H -0.92 6.29 2.07
H 1.43 5.81 2.67
H 2.26 3.47 2.60
H 0.74 1.65 1.91
H -2.17 3.55 -0.97
H -4.08 4.44 -2.24
H -6.36 3.56 -1.83
H -6.69 1.71 -0.22
H -4.78 0.80 1.03
F -3.74 -4.26 -0.26
C -2.89 -3.26 -0.52
F -2.45 -3.40 -1.78
F -1.85 -3.37 0.31
S -3.73 -1.62 -0.34
O -4.94 -1.74 -1.09
O -3.88 -1.44 1.09
O -2.74 -0.70 -0.93
Cl 2.94 0.69 0.13
C 4.03 -0.63 0.44
C 4.72 -0.64 1.63
C 5.58 -1.68 1.91
C 5.72 -2.72 1.01
C 5.02 -2.70 -0.19
Cl 5.11 -4.13 -1.16
C 4.17 -1.63 -0.54
N 3.44 -1.50 -1.72
C 3.85 -1.92 -2.99
C 5.18 -1.76 -3.38
C 5.61 -2.15 -4.63
C 4.71 -2.69 -5.53
C 3.38 -2.80 -5.17
C 2.91 -2.40 -3.92
C 1.43 -2.51 -3.61
C 1.12 -3.16 -2.23
O 1.29 -4.36 -2.11
O 0.72 -2.34 -1.33
H 4.59 0.18 2.33
H 6.12 -1.71 2.85
H 6.34 -3.57 1.23
H 2.43 -1.51 -1.55
H 5.88 -1.33 -2.67
H 6.66 -2.04 -4.90
H 5.03 -3.01 -6.51
H 2.66 -3.19 -5.88
H 0.97 -3.12 -4.39
H 0.97 -1.52 -3.63
```

Mulliken population analysis, charges in e, atoms 1 to 2:
1 Tl 1.149
2 F -0.314

=====

Of them, run A has the highest stability.

=====

Run A
Computed, not measured: C22H30N4O2 as an isolated structure, with ωB97M-V/def2-TZVPD.

The LUMO energy is 0.367 eV. The HOMO energy comes out at -8.11 eV. The value obtained for the molar mass is 382.51 g/mol.

Structure (XYZ):
```
58
C22H30N4O2 ωB97M-V/def2-TZVPD
C -8.11 -0.26 -0.68
O -6.87 -1.09 -0.73
C -5.70 -0.49 -0.24
C -5.66 0.67 0.27
C -4.47 0.97 0.65
C -3.46 0.20 0.86
C -3.66 -1.13 0.48
C -4.79 -1.44 -0.32
C -4.98 -2.82 -0.83
H -5.19 -2.86 -1.79
H -4.06 -3.21 -0.63
H -5.82 -3.27 -0.29
H -2.69 -1.85 0.22
C -2.04 0.78 1.40
N -0.99 -0.03 0.57
C -0.87 0.43 -0.54
C 0.24 -0.57 -1.36
H -0.26 -1.47 -1.44
H 0.48 0.11 -2.46
C 1.50 -0.49 -0.55
N 2.28 0.66 -0.87
C 3.55 0.87 -0.41
C 4.00 2.21 -0.69
C 2.73 2.77 -0.90
N 1.80 2.02 -1.33
H 2.69 3.77 -1.30
H 4.98 2.35 -0.65
N 4.49 -0.16 -0.27
C 5.72 -0.32 0.13
O 6.48 0.69 0.08
C 6.38 -1.52 0.28
C 7.75 -1.91 -0.26
C 7.55 -1.63 1.34
H 7.79 -0.86 1.72
H 7.53 -2.58 2.00
H 8.31 -0.89 -0.64
H 8.05 -2.87 -0.65
H 5.68 -2.44 0.59
H 3.96 -1.17 -0.19
C 1.16 -0.77 0.90
C 0.35 0.00 1.58
H -0.04 -0.13 2.70
H 0.59 1.06 1.43
H 2.15 -1.01 1.40
H 0.76 -1.84 0.78
H 2.27 -1.42 -1.16
H -1.68 0.31 -1.13
H -0.31 1.36 -0.63
H -2.01 0.53 2.32
H -2.06 1.85 1.33
C -4.38 2.59 1.30
H -5.35 3.08 1.27
H -3.87 2.59 2.28
H -3.63 3.05 0.86
H -6.43 1.32 0.42
H -8.90 -0.76 -1.00
H -8.49 -0.01 0.17
H -8.07 0.64 -1.33
```

Mulliken population analysis, charges in e, atoms 1 to 2:
1 C -1.281
2 O -0.505

=====

Run B
Computed, not measured: a single C22H30N4O2 molecule, with ωB97M-V/def2-TZVPD.

The LUMO energy is 0.049 eV. The HOMO energy comes out at -8.36 eV. The value obtained for the molar mass is 382.51 g/mol.

Structure (XYZ):
```
58
C22H30N4O2 ωB97M-V/def2-TZVPD
C -2.73 -0.09 2.43
H -2.20 0.85 2.51
H -2.03 -0.88 2.20
H -3.18 -0.30 3.40
C -3.84 -0.05 1.38
N -3.31 0.12 0.03
C -2.36 1.21 -0.14
H -2.42 1.94 0.68
C -0.93 0.68 -0.26
N 0.03 1.75 -0.40
C 0.69 2.01 -1.55
O 0.55 1.36 -2.56
C 1.69 3.16 -1.42
H 1.79 3.66 -2.39
H 1.36 3.87 -0.67
C 3.05 2.58 -1.03
N 2.91 1.63 0.07
N 2.91 0.37 -0.30
C 2.69 -0.57 0.58
C 2.47 -0.25 1.95
C 2.47 1.06 2.32
C 2.66 2.11 1.35
O 2.60 3.31 1.57
H 2.30 1.37 3.34
H 2.29 -1.03 2.67
C 2.64 -1.94 0.07
C 3.02 -3.03 0.85
C 2.96 -4.31 0.34
C 2.52 -4.53 -0.96
C 2.15 -3.45 -1.74
C 2.21 -2.16 -1.24
H 1.91 -1.32 -1.84
H 1.80 -3.61 -2.75
H 2.48 -5.53 -1.35
H 3.27 -5.15 0.95
H 3.39 -2.87 1.86
H 3.49 2.02 -1.86
H 3.72 3.38 -0.71
H 0.14 2.38 0.38
H -0.85 0.05 -1.15
H -0.67 0.08 0.62
H -2.58 1.76 -1.06
C -4.31 0.07 -1.03
C -5.05 -1.27 -0.97
C -5.69 -1.49 0.39
C -4.60 -1.38 1.46
H -5.03 -1.48 2.45
H -3.88 -2.19 1.31
H -6.47 -0.75 0.57
H -6.15 -2.47 0.44
H -5.80 -1.30 -1.76
H -4.33 -2.07 -1.15
H -3.75 0.10 -1.97
C -5.30 1.25 -1.03
H -5.91 1.27 -0.14
H -5.96 1.16 -1.90
H -4.77 2.20 -1.10
H -4.53 0.78 1.64
```

Mulliken population analysis, charges in e, atoms 1 to 2:
1 C -1.702
2 H 0.356

=====

Of them, run B has the highest stability.

=====

Run A
Computed, not measured: CH4FNP2 as an isolated structure, with ωB97M-V/def2-TZVPD.

The LUMO energy (spin up / spin down) is -1.140 / -1.139 eV. The HOMO energy (spin up / spin down) comes out at -7.94 / -7.94 eV. The value obtained for the molar mass is 111.00 g/mol.

Structure (XYZ):
```
9
CH4FNP2 ωB97M-V/def2-TZVPD
C 0.98 0.23 -0.04
N -0.38 -1.38 1.36
F -0.74 -3.62 -0.66
P -0.23 -2.76 2.02
P -0.78 -0.20 0.33
H 0.97 1.18 -0.57
H 1.78 -0.42 -0.51
H 1.39 0.71 0.81
H -0.42 -3.27 0.29
```

Mulliken population analysis, charges in e, atoms 1 to 2:
1 C -1.004
2 N 0.059

=====

Run B
Computed, not measured: a single CH4FNP2 molecule, with ωB97M-V/def2-TZVPD.

The LUMO energy is 0.560 eV. The HOMO energy comes out at -9.98 eV. The value obtained for the molar mass is 111.00 g/mol.

Structure (XYZ):
```
9
CH4FNP2 ωB97M-V/def2-TZVPD
C 1.21 0.07 -0.33
N 2.05 -0.70 0.31
F 1.73 1.28 -0.72
P -1.38 1.19 0.25
P -0.47 -0.16 -1.14
H 1.70 -1.60 0.54
H -2.65 0.87 0.17
H -1.23 0.35 1.48
H -0.96 -1.30 -0.56
```

Mulliken population analysis, charges in e, atoms 1 to 2:
1 C 0.486
2 N -0.575

=====

Of them, run B has the highest stability.

=====

Run A
Computed, not measured: a 2-piece molecular cluster, C6H15N2 overall, with ωB97M-V/def2-TZVPD.

The LUMO energy is -7.492 eV. The HOMO energy comes out at -13.24 eV. Its charge is +1. The value obtained for the molar mass is 115.20 g/mol.

Structure (XYZ):
```
23
C6H15N2 ωB97M-V/def2-TZVPD
C 2.89 -0.62 -0.38
C 2.21 0.17 0.87
C 0.81 -0.29 1.09
C -0.26 0.26 0.38
N -1.46 -0.18 0.00
C -2.29 0.78 -0.76
C -3.70 0.39 -0.33
N 2.03 -0.32 -1.50
H 3.91 -0.31 -0.57
H 2.84 -1.70 -0.13
H 2.27 1.24 0.74
H 2.86 -0.01 1.76
H 0.67 -1.15 1.74
H 0.00 1.34 0.16
H -0.95 -1.35 4.46
H -2.15 1.87 -0.64
H -2.21 0.46 -1.78
H -3.60 -0.65 -0.54
H -4.55 0.76 -0.91
H -3.90 0.59 0.71
H -0.52 -0.98 3.96
H 2.42 -0.38 -2.42
H 1.01 -0.40 -1.39
```

Mulliken population analysis, charges in e, atoms 1 to 2:
1 C -0.339
2 C -0.758

=====

Run B
Computed, not measured: a 2-piece molecular cluster, C6H15N2 overall, with ωB97M-V/def2-TZVPD.

The LUMO energy is -8.808 eV. The HOMO energy comes out at -12.54 eV. Its charge is +1. The value obtained for the molar mass is 115.20 g/mol.

Structure (XYZ):
```
23
C6H15N2 ωB97M-V/def2-TZVPD
C -1.06 1.24 -0.86
N -0.07 0.59 0.11
C 1.07 0.16 -0.60
C 2.02 -0.06 0.63
C 3.24 -0.84 0.36
C 4.43 -0.37 0.07
C -2.12 2.06 -0.12
N -4.36 -2.56 0.79
H -1.54 0.64 -1.51
H -0.36 1.87 -1.56
H -4.00 -2.88 -0.11
H 1.50 1.02 -1.17
H 1.07 -0.75 -1.21
H 1.50 -0.58 1.45
H 2.28 1.04 1.01
H 3.25 -1.94 0.46
H 5.28 -0.95 -0.22
H 4.67 0.61 0.30
H -2.58 1.56 0.74
H -1.50 2.94 0.36
H -5.28 -1.96 0.63
H -2.86 2.56 -0.81
H -4.61 -3.40 1.28
```

Mulliken population analysis, charges in e, atoms 1 to 2:
1 C -0.274
2 N 0.145

=====

Of them, run A has the highest stability.